(1)
This record from the OMol25 dataset describes the molecule C16H24N2O4. The level of theory is the ωB97M-V functional and the def2-TZVPD basis.

SMILES string: COc1ccc(CCN(C)C(=O)N2CCOCC2)cc1OC
Energy relative to the best compared isomer or geometry (same formula, charge and spin): 263.3 kJ/mol
HOMO energy: -0.29669 Eh
DFT total energy: -1034.52832 Ha

Structure (XYZ):
```
46
Properties=species:S:1:pos:R:3:nbo_charge:R:1
C -5.5727 -1.2242 1.9291 -0.250
O -5.2251 -0.9569 0.5943 -0.481
C -3.9937 -0.4329 0.3406 0.262
C -3.0359 -0.1391 1.2943 -0.287
C -1.8099 0.3972 0.9242 -0.222
C -1.5223 0.6522 -0.4023 -0.037
C -0.1830 1.1948 -0.8128 -0.417
C 0.7995 0.0352 -1.0552 -0.207
N 2.1604 0.4806 -1.2643 -0.465
C 2.4086 1.1025 -2.5477 -0.414
C 3.2378 -0.0946 -0.6365 0.801
O 4.3335 -0.1684 -1.1615 -0.659
N 2.9862 -0.6203 0.6262 -0.478
C 2.3623 0.1912 1.6578 -0.245
C 3.4258 1.0009 2.4150 -0.082
O 4.4168 0.1708 2.9689 -0.525
C 5.0609 -0.5792 1.9582 -0.089
C 4.0538 -1.4359 1.1887 -0.245
C -2.4811 0.3545 -1.3686 -0.264
C -3.7082 -0.1797 -1.0202 0.269
O -4.7035 -0.4946 -1.8945 -0.480
C -4.4908 -0.2595 -3.2630 -0.250
H -5.5684 -0.3137 2.5380 0.174
H -4.9042 -1.9652 2.3805 0.174
H -6.5835 -1.6274 1.8937 0.201
H -3.2308 -0.3213 2.3389 0.220
H -1.0809 0.6207 1.6890 0.206
H 0.2091 1.8491 -0.0318 0.209
H -0.2826 1.7826 -1.7260 0.208
H 0.7740 -0.6539 -0.2110 0.225
H 0.4665 -0.5186 -1.9445 0.189
H 3.4823 1.2262 -2.6672 0.248
H 1.9229 2.0783 -2.5870 0.191
H 2.0329 0.4813 -3.3663 0.184
H 1.6432 0.8779 1.2195 0.213
H 1.8513 -0.4819 2.3551 0.200
H 2.9743 1.5396 3.2505 0.194
H 3.8861 1.7228 1.7208 0.164
H 5.7982 -1.2039 2.4640 0.194
H 5.5698 0.0942 1.2541 0.181
H 4.5557 -1.9572 0.3743 0.236
H 3.5890 -2.1595 1.8656 0.195
H -2.2509 0.5551 -2.4032 0.210
H -3.6505 -0.8470 -3.6487 0.174
H -5.4066 -0.5750 -3.7604 0.202
H -4.3161 0.8021 -3.4687 0.174
```

=====

(2)
This record from the OMol25 dataset describes a structure of composition C16H24N2ReSi. The level of theory is the ωB97M-V functional and the def2-TZVPD basis.

2S+1: 4
Energy relative to the best compared isomer or geometry (same formula, charge and spin): 0.0 kJ/mol
HOMO energy (alpha / beta): -0.23435 / -0.26961 Eh
DFT total energy: -1101.23106 Ha

Structure (XYZ):
```
44
Properties=species:S:1:pos:R:3:nbo_charge:R:1
C 1.0076 0.2793 -2.0757 -0.322
C -0.3992 0.2280 -2.3649 -0.257
C -0.8863 -1.0643 -1.9812 -0.338
C 0.2271 -1.8200 -1.4615 -0.267
C 1.3923 -0.9897 -1.5242 -0.276
Re -0.0399 0.0592 -0.0979 1.016
N 1.3029 0.6156 0.8980 -0.754
C -0.6040 2.1893 1.0425 -0.278
C -1.4517 1.7958 -0.0259 -0.557
H -1.9020 -1.4232 -2.0969 0.254
H -0.9814 1.0084 -2.8383 0.249
H 0.1943 -2.8548 -1.1447 0.258
H 2.4049 -1.2981 -1.2927 0.260
H 1.6766 1.0974 -2.3265 0.256
H -1.4088 2.3790 -0.9513 0.220
H 0.1507 2.9469 0.9197 0.207
H 2.0202 1.0565 1.5214 0.394
H -2.3850 1.2723 0.1895 0.239
H -0.8238 1.8587 2.0602 0.247
C -3.6727 -0.9628 0.9308 -1.140
Si -2.3313 -1.3081 2.1707 1.859
C -2.9841 -1.0382 3.9003 -1.141
C -1.7676 -3.0835 2.0242 -1.144
N -0.8885 -0.3390 1.9949 -1.130
C 0.0315 -0.5087 2.9665 0.176
C 0.0836 0.2226 4.2019 -0.275
C 1.0733 -0.0496 5.1446 -0.213
C 2.0395 -1.0202 4.9242 -0.259
C 2.0160 -1.7420 3.7230 -0.230
C 1.0369 -1.4907 2.7880 -0.196
H -4.4856 -1.6818 1.1118 0.245
H -3.2926 -1.0974 -0.0795 0.231
H -4.0587 0.0427 1.0682 0.234
H -3.8489 -1.6903 4.0696 0.230
H -2.2238 -1.2777 4.6391 0.248
H -3.2894 -0.0035 4.0303 0.231
H -1.3373 -3.2658 1.0400 0.221
H -1.0282 -3.3054 2.7907 0.246
H -2.6314 -3.7400 2.1740 0.227
H -0.6700 1.0084 4.4046 0.210
H 1.1077 0.5179 6.0937 0.209
H 2.8232 -1.2310 5.6596 0.209
H 2.7774 -2.5120 3.5297 0.207
H 1.0417 -2.0515 1.8342 0.193
```

=====

(3)
This record from the OMol25 dataset describes a structure of composition C16H24N5SScSi. The level of theory is the ωB97M-V functional and the def2-TZVPD basis.

Energy relative to the best compared isomer or geometry (same formula, charge and spin): 121.7 kJ/mol
Total charge: +2
HOMO energy: -0.49616 Eh
DFT total energy: -2345.75266 Ha

Structure (XYZ):
```
48
Properties=species:S:1:pos:R:3:nbo_charge:R:1
Sc 0.1169 0.0098 0.1670 1.816
C -4.8105 2.3571 2.2825 -0.117
C -3.8738 2.5805 1.2736 -0.211
C -2.8259 1.7014 1.1076 -0.173
C -2.7136 0.5703 1.9383 0.033
C -3.6657 0.3516 2.9458 -0.112
C -4.6997 1.2480 3.1136 -0.200
N -1.6642 -0.3020 1.6937 -0.301
N -1.5302 -1.2767 2.5251 -0.119
C -0.5184 -2.1682 2.3099 0.275
C -0.3986 -3.2401 3.2052 -0.166
C 0.6284 -4.1491 3.0361 -0.098
C 1.4965 -3.9766 1.9618 -0.206
C 1.3215 -2.8925 1.1162 0.094
N 0.3467 -1.9886 1.2698 -0.636
H -5.6233 3.0565 2.4147 0.247
H -3.9668 3.4499 0.6397 0.241
H -2.0565 1.8739 0.3311 0.179
H -3.5742 -0.5289 3.5622 0.244
H -5.4309 1.0886 3.8901 0.249
H -1.1145 -3.3270 4.0084 0.265
H 0.7568 -4.9740 3.7201 0.261
H 2.3021 -4.6699 1.7805 0.263
H 1.9816 -2.7300 0.2686 0.235
C -0.9184 0.8467 -5.4856 -0.445
N -0.8733 0.1013 -4.2433 -0.518
C -1.6606 0.2779 -3.1961 0.384
N -2.6016 1.2208 -3.1811 -0.749
S -1.4634 -0.7311 -1.8250 -0.373
H 0.0113 0.6746 -6.0232 0.253
H -1.0116 1.9132 -5.2879 0.220
H -1.7459 0.5204 -6.1205 0.232
H -0.2237 -0.6707 -4.1935 0.440
H -2.8942 1.6723 -4.0339 0.425
H -3.2505 1.2523 -2.4110 0.433
C 2.3437 -1.4940 -2.5102 -1.080
Si 2.4916 0.1377 -1.4453 0.703
C 4.1814 0.0863 -0.5165 -1.073
C 2.4379 1.5782 -2.7423 -1.065
H 2.7382 -1.3286 -3.5102 0.248
H 1.3139 -1.8458 -2.6121 0.219
H 2.9274 -2.3069 -2.0873 0.241
H 4.9960 -0.0213 -1.2295 0.254
H 4.2504 -0.7488 0.1810 0.232
H 4.3691 0.9972 0.0475 0.246
H 3.1180 1.3594 -3.5623 0.248
H 2.7586 2.5230 -2.3160 0.248
H 1.4471 1.7317 -3.1720 0.215
```

=====

(4)
This record from the OMol25 dataset describes a structure of composition C16H25BF3O6ReSSe2. The level of theory is the ωB97M-V functional and the def2-TZVPD basis.

2S+1: 2
Energy relative to the best compared isomer or geometry (same formula, charge and spin): 0.0 kJ/mol
Total charge: +1
HOMO energy (alpha / beta): -0.40218 / -0.40285 Eh
DFT total energy: -6679.73696 Ha

Structure (XYZ):
```
55
Properties=species:S:1:pos:R:3:nbo_charge:R:1
Re -2.0682 0.0796 -1.3825 0.990
C -4.8487 -0.9529 -3.5864 -0.780
Se -4.2401 0.7744 -2.9411 0.443
C -5.5450 1.0104 -1.5030 -0.583
C -5.3868 0.0544 -0.3431 -0.575
Se -3.6480 0.3299 0.5210 0.595
C -3.5311 -1.3449 1.4943 -0.768
H -5.9008 -0.8749 -3.8478 0.242
H -4.6785 -1.7262 -2.8435 0.230
H -4.2674 -1.1698 -4.4795 0.253
H -6.5266 0.8992 -1.9630 0.256
H -5.4413 2.0488 -1.1866 0.249
H -5.4323 -0.9887 -0.6549 0.231
H -6.1498 0.2339 0.4140 0.253
H -4.3329 -1.3661 2.2269 0.246
H -2.5602 -1.3414 1.9815 0.272
H -3.6078 -2.1674 0.7888 0.235
C 5.2809 1.3201 3.5400 -0.596
C 5.0263 0.1492 2.5796 -0.081
C 5.8526 0.3778 1.3139 -0.608
C 5.4928 -1.1601 3.2310 -0.596
C 3.5296 0.0611 2.2799 0.024
C 2.6330 -0.1442 3.3403 -0.197
C 1.2589 -0.2310 3.1673 -0.235
C 0.7996 -0.1050 1.8747 0.193
O -0.4998 -0.1419 1.3935 -0.664
B -0.3847 0.0398 0.0195 0.729
O 0.9369 0.1814 -0.3520 -0.650
C 1.6639 0.0937 0.8207 0.283
C 3.0297 0.1820 0.9841 -0.264
H 6.3477 1.3982 3.7566 0.215
H 4.7568 1.1898 4.4871 0.207
H 4.9525 2.2623 3.0979 0.214
H 6.9085 0.4355 1.5797 0.222
H 5.5858 1.3138 0.8197 0.211
H 5.7367 -0.4408 0.6010 0.209
H 6.5605 -1.1058 3.4498 0.215
H 5.3243 -2.0071 2.5635 0.212
H 4.9705 -1.3573 4.1675 0.207
H 3.0234 -0.2372 4.3448 0.221
H 0.5897 -0.3832 4.0026 0.231
H 3.6673 0.3431 0.1279 0.239
C -1.3856 -2.6429 -2.2259 -0.272
O -2.3462 -1.6928 -1.7107 -0.589
H -1.9103 -3.3007 -2.9142 0.206
H -1.0032 -3.2123 -1.3813 0.212
H -0.5709 -2.1249 -2.7302 0.211
F -2.1017 3.5121 -4.1453 -0.291
C -1.2693 2.5162 -4.4107 0.748
F -0.2874 2.9355 -5.1804 -0.278
F -1.9325 1.5379 -5.0274 -0.306
S -0.5525 1.8736 -2.8133 2.295
O 0.6669 2.5522 -2.6115 -0.829
O -0.5420 0.3962 -2.9395 -0.930
O -1.6431 2.1175 -1.7950 -0.909
```